No. 1
A 13-piece molecular cluster, C33H92O13 overall in a non-equilibrium geometry, computed with ωB97M-V/def2-TZVPD.

Cartesian coordinates (Å):
C  7.66  10.67  10.09
C  7.49  11.10  11.53
C  6.03  11.06  12.01
O  8.22  10.23  12.45
H  7.38  11.49  9.44
H  6.98  9.81  9.84
H  8.69  10.42  9.81
H  7.81  12.12  11.69
H  5.68  10.06  11.85
H  5.39  11.69  11.36
H  6.03  11.27  13.11
H  7.90  10.33  13.34
C  15.34  14.43  13.85
C  15.20  14.57  15.36
C  13.72  14.93  15.77
O  15.66  13.44  16.10
H  16.42  14.36  13.69
H  14.91  15.26  13.35
H  14.87  13.52  13.48
H  15.72  15.50  15.76
H  13.49  15.86  15.30
H  13.68  15.16  16.83
H  13.03  14.05  15.64
H  15.52  13.69  17.01
C  13.18  13.75  6.32
C  12.36  13.30  7.60
C  10.88  13.28  7.18
O  12.71  12.05  8.09
H  14.29  13.77  6.48
H  12.80  14.73  5.95
H  12.96  13.00  5.54
H  12.41  13.94  8.50
H  10.21  12.90  8.01
H  10.68  12.58  6.35
H  10.57  14.26  6.79
H  12.16  11.36  7.64
C  17.61  9.07  13.51
C  17.22  9.84  14.84
C  15.82  10.44  14.80
O  17.37  8.92  15.98
H  17.52  9.75  12.65
H  16.92  8.26  13.37
H  18.64  8.77  13.66
H  18.00  10.58  15.03
H  15.82  11.49  14.68
H  15.35  10.29  15.76
H  15.26  9.88  14.08
H  16.85  8.19  15.68
C  13.11  18.01  11.04
C  12.95  16.66  10.38
C  12.44  15.61  11.32
O  12.08  16.70  9.26
H  12.18  18.40  11.42
H  13.47  18.69  10.26
H  13.79  17.98  11.90
H  13.91  16.36  9.99
H  11.51  15.92  11.85
H  13.20  15.33  12.10
H  12.22  14.69  10.79
H  12.57  17.09  8.54
C  10.34  6.13  13.97
C  9.76  7.52  13.73
C  10.41  8.52  14.69
O  9.92  7.86  12.35
H  9.90  5.58  14.80
H  11.46  6.09  14.08
H  10.11  5.55  13.09
H  8.70  7.39  14.03
H  10.12  8.31  15.71
H  10.03  9.54  14.52
H  11.50  8.49  14.57
H  9.43  8.74  12.29
C  17.00  10.37  7.02
C  15.53  10.10  6.98
C  15.23  8.87  6.14
O  15.05  9.83  8.33
H  17.51  9.42  7.35
H  17.17  11.15  7.74
H  17.38  10.67  6.06
H  14.93  10.93  6.54
H  15.58  8.04  6.76
H  15.81  8.92  5.26
H  14.15  8.76  5.98
H  14.43  10.61  8.53
C  8.28  14.35  10.33
C  8.61  15.86  10.00
C  7.53  16.46  9.09
O  8.69  16.55  11.22
H  8.45  13.80  9.43
H  7.22  14.33  10.57
H  8.93  14.01  11.08
H  9.57  15.91  9.47
H  7.87  17.44  8.74
H  6.55  16.57  9.57
H  7.47  15.85  8.21
H  9.21  17.32  11.20
C  10.58  12.97  16.52
C  9.05  12.88  16.59
C  8.67  12.98  15.11
O  8.75  11.62  17.16
H  11.11  13.52  17.33
H  10.84  13.46  15.58
H  11.02  11.95  16.48
H  8.65  13.70  17.23
H  7.62  12.74  14.91
H  9.28  12.22  14.61
H  8.85  14.04  14.76
H  7.97  11.36  16.70
C  16.16  14.79  8.55
C  16.71  15.03  9.95
C  17.05  13.70  10.62
O  17.89  15.77  9.77
H  16.77  14.03  8.06
H  16.15  15.77  7.98
H  15.10  14.46  8.68
H  16.08  15.67  10.49
H  17.52  13.88  11.57
H  17.89  13.38  9.97
H  16.29  13.00  10.64
H  18.43  15.68  10.54
C  11.58  11.97  11.84
C  13.09  11.57  11.64
C  13.13  10.04  11.45
O  13.75  12.31  10.62
H  10.84  11.55  11.14
H  11.49  13.06  11.73
H  11.20  11.74  12.81
H  13.63  11.88  12.53
H  13.17  9.56  12.38
H  14.04  9.82  10.88
H  12.28  9.67  10.95
H  13.37  12.16  9.74
O  11.18  7.66  9.63
H  12.07  8.04  9.73
H  10.71  7.63  10.51
O  11.42  9.42  7.29
H  11.22  8.80  8.06
H  11.10  8.97  6.47

Properties
- Lowest unoccupied orbital energy: 0.349 eV
- Energy relative to the best compared isomer or geometry (same formula, charge and spin): 4.30 kJ/mol
- F_max: 3.292 eV/A

Mulliken population analysis, charges in e, atoms 1 to 5:
1 C -1.40
2 C 1.28
3 C -1.62
4 O -0.35
5 H 0.35



No. 2
C60H48N6O2P3SSiSr as an isolated structure in a non-equilibrium geometry, computed with ωB97M-V/def2-TZVPD.

Cartesian coordinates (Å):
Sr  0.08  0.01  -0.43
C  -5.47  4.31  -2.01
C  -4.30  4.65  -1.34
C  -3.60  3.67  -0.66
C  -4.06  2.35  -0.62
C  -5.22  2.03  -1.30
C  -5.93  3.00  -1.99
P  -2.97  1.13  0.24
C  -4.05  -0.37  0.35
C  -3.85  -1.33  -0.65
C  -4.66  -2.46  -0.73
C  -5.66  -2.65  0.21
C  -5.83  -1.73  1.24
C  -5.03  -0.60  1.31
C  -3.07  1.85  1.94
C  -4.27  2.45  2.38
C  -4.38  2.96  3.66
C  -3.28  2.91  4.52
C  -2.09  2.35  4.07
C  -1.95  1.81  2.78
Si  -0.31  0.98  2.17
C  0.18  0.12  3.82
C  0.83  0.76  4.88
C  0.99  0.14  6.12
C  0.49  -1.14  6.32
C  -0.12  -1.82  5.28
C  -0.27  -1.21  4.02
P  -0.99  -2.13  2.58
C  -2.71  -2.43  3.15
C  -3.31  -1.66  4.14
C  -4.63  -1.89  4.52
C  -5.37  -2.89  3.90
C  -4.79  -3.64  2.88
C  -3.48  -3.39  2.49
C  -0.16  -3.77  2.84
C  -0.71  -4.91  3.42
C  0.07  -6.05  3.62
C  1.40  -6.07  3.24
C  1.96  -4.94  2.64
C  1.18  -3.81  2.43
C  0.98  2.40  2.02
C  0.66  3.76  2.02
C  1.60  4.73  1.67
C  2.88  4.35  1.28
C  3.23  3.01  1.27
C  2.31  2.03  1.64
P  2.68  0.22  1.71
C  3.74  0.02  3.21
C  3.48  -1.05  4.06
C  4.26  -1.28  5.19
C  5.31  -0.42  5.48
C  5.58  0.65  4.64
C  4.80  0.87  3.51
C  3.98  -0.02  0.41
C  5.00  -0.94  0.59
C  5.86  -1.27  -0.45
C  5.70  -0.68  -1.70
C  4.68  0.23  -1.90
C  3.82  0.56  -0.85
H  -6.03  5.07  -2.55
H  -3.93  5.67  -1.37
H  -2.67  3.93  -0.14
H  -5.58  1.00  -1.30
H  -6.83  2.74  -2.52
H  -3.07  -1.18  -1.38
H  -4.50  -3.19  -1.52
H  -6.30  -3.52  0.16
H  -6.60  -1.89  1.99
H  -5.17  0.10  2.13
H  -5.11  2.52  1.71
H  -5.31  3.40  3.99
H  -3.35  3.31  5.52
H  -1.24  2.34  4.75
H  1.23  1.76  4.73
H  1.50  0.66  6.92
H  0.60  -1.62  7.29
H  -0.49  -2.83  5.43
H  -2.74  -0.87  4.62
H  -5.08  -1.28  5.29
H  -6.39  -3.08  4.21
H  -5.38  -4.40  2.37
H  -3.05  -3.96  1.67
H  -1.74  -4.91  3.74
H  -0.38  -6.92  4.09
H  2.00  -6.95  3.41
H  3.00  -4.95  2.33
H  1.62  -2.93  1.97
H  -0.34  4.07  2.29
H  1.33  5.78  1.67
H  3.60  5.10  0.97
H  4.22  2.72  0.91
H  2.65  -1.72  3.85
H  4.03  -2.11  5.85
H  5.92  -0.59  6.36
H  6.40  1.32  4.86
H  5.02  1.71  2.87
H  5.13  -1.42  1.56
H  6.66  -1.98  -0.28
H  6.37  -0.94  -2.51
H  4.54  0.69  -2.87
H  3.03  1.28  -1.03
O  1.65  -2.09  -0.44
H  1.67  -2.24  -1.40
H  1.19  -2.85  -0.08
N  -1.46  2.84  -3.69
C  -2.42  2.06  -4.20
N  -3.01  2.52  -5.34
S  -2.93  0.63  -3.50
H  -1.12  3.65  -4.19
H  -0.89  2.50  -2.93
H  -2.52  3.19  -5.91
H  -3.57  1.84  -5.83
O  1.81  4.03  -1.97
C  1.24  2.99  -1.74
N  0.66  1.95  -1.56
N  -0.41  -1.49  -2.33
C  -1.10  -2.07  -3.07
C  -1.91  -2.80  -3.94
C  -2.47  -4.03  -3.48
N  -2.94  -5.02  -3.11
C  -2.19  -2.33  -5.26
N  -2.43  -2.00  -6.34

Properties
- Lowest unoccupied orbital energy: 2.186 eV
- Charge: -1
- Energy relative to the best compared isomer or geometry (same formula, charge and spin): 132.42 kJ/mol
- F_max: 2.410 eV/A

Mulliken population analysis, charges in e, atoms 1 to 5:
1 Sr 1.69
2 C -0.61
3 C -0.61
4 C -0.53
5 C -0.14



No. 3
A single C3HNO molecule in a non-equilibrium geometry, computed with ωB97M-V/def2-TZVPD.

Cartesian coordinates (Å):
C  1.10  -0.15  0.00
C  -0.79  1.45  0.00
C  0.15  -0.91  0.00
N  -1.41  0.45  0.00
O  -1.18  -0.88  0.00
H  2.13  0.05  0.00

Properties
- Lowest unoccupied orbital energy: -1.441 eV
- Energy relative to the best compared isomer or geometry (same formula, charge and spin): 611.64 kJ/mol
- F_max: 2.761 eV/A

Mulliken population analysis, charges in e, atoms 1 to 5:
1 C -0.30
2 C -0.01
3 C 0.11
4 N 0.05
5 O -0.20